Entry 1:
This record from the OMol25 dataset describes C11H18O2S in the gas phase in a non-equilibrium geometry. The level of theory is ωB97M-V/def2-TZVPD.

```
32
Properties=species:S:1:pos:R:3:lowdin_charge:R:1
C 0.55 0.03 -0.46 0.16
C -1.36 -0.99 0.73 -0.11
C -2.67 -1.05 0.46 -0.17
C 0.32 0.31 -1.76 -0.33
C 1.37 -1.26 1.44 -0.14
C 1.26 0.07 0.81 -0.64
C -3.69 -1.55 1.49 -0.07
C 1.02 1.29 -2.57 -0.06
C -0.96 -0.11 -2.41 -0.06
C 0.59 1.14 1.74 -0.01
C 2.65 0.57 0.65 -0.07
O -0.56 -3.22 1.81 -0.29
O -0.45 -1.19 3.23 -0.33
S -0.39 -1.83 1.95 0.62
H -3.09 -0.60 -0.36 0.06
H 1.80 -1.84 0.69 0.09
H 1.69 -1.28 2.53 0.14
H -4.32 -2.35 1.00 0.10
H -4.51 -0.92 1.67 0.05
H -3.24 -1.91 2.37 0.05
H 1.95 1.79 -2.35 0.09
H 1.07 0.83 -3.54 0.08
H 0.33 2.09 -2.70 0.09
H -1.68 0.74 -2.79 0.13
H -0.59 -0.45 -3.39 0.08
H -1.42 -0.85 -1.78 0.04
H 1.22 1.38 2.55 0.09
H -0.28 0.75 2.04 0.01
H 0.38 2.07 1.21 0.10
H 3.28 0.58 1.57 0.11
H 2.66 1.57 0.23 0.09
H 3.21 -0.10 -0.01 0.09
```

## Properties
net charge: 0
HOMO-LUMO gap (alpha / beta): 8.385 / 8.380 eV
energy relative to the best compared isomer or geometry (same formula, charge and spin): 704.4 kJ/mol
energy: -978.352665 Eh
HOMO level (alpha / beta): -8.53 / -8.53 eV
max |F|: 4.6 eV Å⁻¹

---

Entry 2:
This record from the OMol25 dataset describes C11H18O2Si in the gas phase in a non-equilibrium geometry. The level of theory is ωB97M-V/def2-TZVPD.

```
32
Properties=species:S:1:pos:R:3:lowdin_charge:R:1
C 1.37 1.28 -2.85 -0.13
C -0.01 1.03 -2.08 -0.30
Si 0.24 -0.05 -0.58 0.62
C 0.51 -1.92 -0.88 -0.28
C -0.61 -2.47 -1.82 -0.15
C 1.64 0.75 0.34 -0.32
C 1.52 2.28 0.55 -0.16
C -1.33 0.39 0.37 -0.35
O -2.19 1.20 0.04 0.06
C -1.44 -0.21 1.70 -0.30
C -2.09 0.27 2.79 0.01
C -1.83 -0.63 3.83 -0.05
C -1.13 -1.65 3.30 -0.06
O -0.90 -1.39 1.97 0.03
H 1.91 1.86 -2.06 0.05
H 1.91 0.37 -3.05 0.05
H 1.33 1.74 -3.85 0.07
H -0.76 0.46 -2.67 0.07
H -0.57 2.00 -1.88 0.09
H 1.49 -1.98 -1.43 0.07
H 0.65 -2.62 -0.02 0.08
H -1.58 -2.21 -1.24 0.10
H -0.66 -1.95 -2.70 0.02
H -0.58 -3.55 -1.92 0.07
H 1.36 0.30 1.37 0.08
H 2.74 0.42 0.11 0.12
H 0.95 2.60 -0.43 0.07
H 0.92 2.77 1.32 0.07
H 2.53 2.66 0.39 0.06
H -2.46 1.29 2.79 0.13
H -2.18 -0.54 4.80 0.09
H -0.77 -2.49 3.79 0.10
```

## Properties
net charge: 0
HOMO-LUMO gap: 9.224 eV
energy relative to the best compared isomer or geometry (same formula, charge and spin): 272.8 kJ/mol
energy: -869.835590 Eh
HOMO level: -9.10 eV
max |F|: 4.7 eV Å⁻¹
SMILES string: CC[Si](CC)(CC)C(=O)c1ccco1

---

Entry 3:
This record from the OMol25 dataset describes 2 unconnected molecules or ions with the total composition C11H18OSi in a non-equilibrium geometry. The level of theory is ωB97M-V/def2-TZVPD.

```
31
Properties=species:S:1:pos:R:3:lowdin_charge:R:1
C -2.43 -2.42 -2.63 -0.11
C -1.78 -1.39 -3.33 -0.12
C -2.69 -2.29 -1.27 -0.10
C -1.34 -0.31 -2.68 -0.07
C -2.21 -1.15 -0.58 -0.08
C -1.44 -0.16 -1.23 -0.34
C 1.31 1.34 3.05 -0.12
C 1.75 3.19 1.30 -0.14
C 0.92 -2.29 0.53 -0.13
C -0.99 1.02 -0.54 -0.07
C 1.95 1.73 1.70 -0.51
O 1.39 -1.06 1.06 -0.33
Si 1.46 0.47 0.37 0.79
H -2.77 -3.25 -3.23 0.09
H -1.64 -1.38 -4.45 0.12
H -3.18 -3.08 -0.61 0.12
H -0.77 0.48 -3.14 0.10
H -2.12 -1.18 0.50 0.10
H 2.12 0.79 3.78 0.13
H 0.97 2.15 3.65 0.05
H 0.58 0.57 2.83 0.04
H 0.76 3.52 1.17 0.05
H 2.30 3.32 0.39 0.06
H 2.19 3.93 1.96 0.08
H 0.11 -2.57 1.03 0.03
H 1.80 -3.03 0.76 0.13
H 0.58 -2.31 -0.49 0.07
H -0.86 1.87 -1.19 0.05
H -1.50 1.21 0.35 0.03
H 3.02 1.75 1.74 0.08
H 2.51 0.53 -0.80 -0.01
```

## Properties
net charge: 0
HOMO-LUMO gap: 7.983 eV
energy relative to the best compared isomer or geometry (same formula, charge and spin): 358.8 kJ/mol
energy: -794.589061 Eh
HOMO level: -7.42 eV
max |F|: 4.6 eV Å⁻¹

---

Entry 4:
This record from the OMol25 dataset describes a molecular structure, C11H19As2CoN5O4S in a non-equilibrium geometry. The level of theory is ωB97M-V/def2-TZVPD.

```
43
Properties=species:S:1:pos:R:3:lowdin_charge:R:1
Co 1.07 -0.59 0.35 0.23
C 1.95 -4.35 -1.12 -0.24
As 1.89 -2.43 -1.12 1.16
C 2.38 -2.08 -2.95 -0.24
C 1.31 -1.02 2.10 -0.26
C 1.14 -2.33 2.52 -0.07
C 1.46 -2.69 3.82 -0.05
C 1.95 -1.75 4.72 -0.06
C 2.10 -0.43 4.32 -0.06
C 1.76 -0.08 3.03 -0.33
As 1.79 1.63 2.23 1.13
C 3.26 2.82 2.41 -0.15
C 0.26 2.58 2.86 -0.18
H 1.51 -4.72 -2.04 0.04
H 1.44 -4.77 -0.26 0.03
H 3.01 -4.63 -1.08 0.05
H 2.92 -2.95 -3.33 0.05
H 3.01 -1.20 -2.98 0.03
H 1.48 -1.91 -3.54 0.04
H 0.77 -3.09 1.83 0.10
H 1.34 -3.72 4.14 0.11
H 2.22 -2.05 5.72 0.11
H 2.47 0.31 5.03 0.11
H 3.86 2.56 3.28 0.06
H 2.86 3.82 2.50 0.05
H 3.88 2.72 1.52 0.06
H 0.45 3.03 3.84 0.05
H -0.58 1.89 2.95 0.02
H 0.03 3.36 2.14 0.05
O 3.95 -0.17 1.26 -0.32
S 3.20 -0.52 0.08 0.47
O 3.50 0.17 -1.14 -0.32
O 1.45 1.24 0.63 -0.50
O 3.45 -2.11 -0.20 -0.50
N -3.25 0.28 -2.37 0.16
N -2.46 0.22 -1.24 -0.27
N -2.90 0.63 -0.08 0.16
C -1.87 0.31 0.71 -0.15
N -0.89 -0.26 0.02 -0.04
N -1.29 -0.32 -1.25 0.11
H -3.88 1.07 -2.27 0.11
H -2.64 0.33 -3.18 0.11
H -1.86 0.48 1.77 0.12
```

## Properties
net charge: +1
HOMO-LUMO gap: 8.446 eV
energy relative to the best compared isomer or geometry (same formula, charge and spin): 51.2 kJ/mol
energy: -7257.459182 Eh
HOMO level: -12.00 eV
max |F|: 2.6 eV Å⁻¹

---

Entry 5:
This record from the OMol25 dataset describes a molecular structure, C11H19B3F3O8S in a non-equilibrium geometry. The level of theory is ωB97M-V/def2-TZVPD.

```
45
Properties=species:S:1:pos:R:3:lowdin_charge:R:1
C -3.49 1.92 -0.15 0.03
C -2.91 0.88 0.57 -0.16
C -1.47 0.43 0.34 -0.07
B -1.30 -1.08 0.71 -0.51
O -0.70 -1.54 1.89 0.33
B 0.18 -2.56 1.63 -0.51
C 1.68 -2.66 2.13 -0.04
O 1.96 -1.86 3.28 0.01
C 3.19 -1.28 3.33 -0.49
C 4.42 -2.05 2.88 0.01
O 3.31 -0.14 3.73 0.10
O -0.26 -3.58 0.79 0.30
B -0.66 -2.93 -0.39 -0.53
C 0.09 -3.11 -1.75 -0.04
C 1.50 -2.50 -1.73 -0.41
C 1.49 -1.02 -1.33 -0.04
C 2.06 -2.57 -3.16 -0.08
O -1.72 -2.05 -0.22 0.30
H -4.20 1.71 -0.94 0.06
H -3.27 2.96 0.07 0.04
H -3.49 0.36 1.33 0.09
H -0.72 1.09 0.79 0.12
H -1.33 0.50 -0.73 0.10
H 1.89 -3.71 2.30 0.14
H 2.30 -2.36 1.29 0.11
H 4.79 -2.72 3.65 0.09
H 5.18 -1.31 2.65 0.09
H 4.24 -2.63 1.98 0.07
H -0.47 -2.75 -2.61 0.12
H 0.22 -4.19 -1.91 0.12
H 2.16 -3.04 -1.05 0.13
H 0.66 -0.47 -1.76 0.10
H 2.43 -0.58 -1.68 0.08
H 1.47 -0.85 -0.25 0.08
H 1.35 -2.03 -3.79 0.08
H 2.18 -3.59 -3.50 0.08
H 2.98 -2.00 -3.20 0.07
C -2.57 7.22 -0.72 -0.68
F -1.39 6.59 -0.90 0.10
F -2.44 7.99 0.37 0.10
F -2.73 8.04 -1.77 0.10
S -3.96 6.03 -0.56 0.42
O -3.61 5.24 0.61 -0.35
O -3.94 5.30 -1.81 -0.34
O -5.12 6.88 -0.38 -0.34
```

## Properties
net charge: -1
HOMO-LUMO gap: 6.410 eV
energy: -1805.048775 Eh
HOMO level: -4.65 eV
max |F|: 2.3 eV Å⁻¹

---

Entry 6:
This record from the OMol25 dataset describes a molecular structure, C11H19BBaClN2O9PS in a non-equilibrium geometry. The level of theory is ωB97M-V/def2-TZVPD.

```
46
Properties=species:S:1:pos:R:3:lowdin_charge:R:1
C 0.98 -3.74 2.65 0.16
C 0.28 -3.20 1.82 -0.10
C -0.34 -2.24 0.83 -0.13
C 0.61 -1.95 -0.39 -0.47
O 0.84 -3.21 -0.95 0.06
O 1.90 -1.55 0.13 -0.25
S 1.84 -0.32 1.22 1.00
O 2.98 -0.49 2.09 -0.28
O 2.07 1.03 0.25 -0.25
C 0.91 1.32 -0.49 -0.46
C -0.39 1.59 0.46 -0.25
C -0.04 2.49 1.76 -0.46
O 0.91 3.29 1.71 0.12
N -0.79 2.48 2.99 -0.16
C -2.19 2.90 2.70 -0.04
C -0.70 1.15 3.67 -0.02
C 0.64 0.40 -1.73 -0.30
P 2.18 0.46 -2.87 0.71
O 3.03 1.80 -2.27 -0.34
Cl 3.42 -1.16 -2.52 0.37
C 0.02 -1.03 -1.54 -0.39
N -1.44 -0.90 -1.55 0.16
O 0.34 -1.69 -2.78 0.04
B -0.64 -1.48 -3.78 -0.77
O -1.46 -2.54 -4.17 0.19
O -0.86 -0.25 -4.41 0.15
H 1.52 -4.06 3.54 0.07
H -0.78 -1.36 1.33 0.09
H -1.21 -2.80 0.40 0.13
H 1.62 -3.60 -0.52 0.14
H 1.14 2.36 -0.94 0.06
H -1.09 2.26 -0.20 -0.29
H -0.98 0.67 0.67 0.12
H -2.13 3.72 1.93 0.06
H -2.61 3.33 3.63 0.13
H -2.79 2.06 2.30 0.10
H -0.56 1.31 4.76 0.12
H -1.67 0.61 3.56 0.10
H 0.14 0.53 3.32 0.08
H -0.13 0.96 -2.34 0.11
H 3.42 2.19 -3.07 0.06
H -1.79 0.00 -1.28 0.08
H -1.94 -1.68 -1.13 0.12
H -1.62 -3.06 -3.37 0.11
H -1.78 -0.25 -4.73 0.12
Ba -0.84 3.64 -0.72 2.22
```

## Properties
net charge: +2
HOMO-LUMO gap: 5.768 eV
energy relative to the best compared isomer or geometry (same formula, charge and spin): 0.0 kJ/mol
energy: -2466.537062 Eh
HOMO level: -14.38 eV
max |F|: 15.7 eV Å⁻¹